1.
This record from the OMol25 dataset describes 2 unconnected molecules or ions with the total composition C7H12O. The level of theory is ωB97M-V/def2-TZVPD.

The value obtained for the molar mass is 112.17 Da. For the strongest force on any atom, the calculation gives 3.6 eV Å⁻¹. For the HOMO energy, the calculation gives -6.872 eV. Its charge is 0. The calculation puts the lowest unoccupied orbital energy at 0.2 eV. The calculated total energy is -9497.0570 eV.

Geometry as XYZ:
```
20
C7H12O | the OMol25 dataset | ωB97M-V/def2-TZVPD
O 1.034 1.025 -1.830
C 1.566 -1.326 0.881
C 1.368 1.142 1.386
C -1.271 -0.959 -1.402
C -1.607 1.218 -0.113
C 0.982 0.385 -0.852
C -0.930 -0.117 -0.199
C 1.148 0.080 0.523
H -1.196 -0.385 -2.329
H 2.001 0.970 2.247
H -1.460 1.800 -1.030
H -2.298 -1.336 -1.328
H -2.688 1.106 0.031
H -0.625 -1.840 -1.484
H 1.219 -1.538 1.894
H 1.135 -2.074 0.215
H 2.653 -1.421 0.851
H 1.219 2.167 1.078
H -1.036 -0.681 0.726
H -1.214 1.784 0.737
```

2.
This record from the OMol25 dataset describes a molecular structure, C21H25BCuN4O4S4. The level of theory is ωB97M-V/def2-TZVPD.

The value obtained for the molar mass is 600.08 Da. For the strongest force on any atom, the calculation gives 1.8 eV Å⁻¹. The spin multiplicity is 2. For the HOMO energy (alpha / beta), the calculation gives -7.539 / -7.595 eV. Its charge is 0. The calculation puts the lowest unoccupied orbital energy (alpha / beta) at 0.4 / -1.2 eV. The calculated total energy is -124992.4963 eV.

Geometry as XYZ:
```
60
C21H25BCuN4O4S4 | the OMol25 dataset | ωB97M-V/def2-TZVPD
Cu 1.112 -0.431 -0.750
S -0.057 -2.546 -1.645
S 0.791 -1.031 1.360
S 2.716 -0.104 -2.645
S -1.534 1.768 0.134
O 3.837 0.673 -3.080
O 1.486 0.699 -2.294
O -0.809 0.810 -0.782
O 2.976 -0.965 -1.457
N -2.048 -2.494 0.305
N 0.043 -3.670 1.405
N -2.566 -1.508 -1.562
N 2.196 -3.397 1.398
C -1.784 4.494 0.059
C -0.564 1.761 4.052
C 1.963 -4.760 1.431
C 0.625 -4.919 1.440
C -3.653 -1.348 -0.714
C -0.515 5.903 -1.421
C 1.478 2.129 2.819
C -0.225 3.512 -1.521
C -1.280 1.723 2.858
C 0.808 1.964 4.030
C 3.515 -2.763 1.333
C 1.013 -2.750 1.380
C -2.451 -0.970 -2.910
C -0.604 1.896 1.663
C -1.456 5.757 -0.403
C 0.774 2.092 1.627
C 2.253 -1.146 -3.970
C 0.096 4.786 -1.978
C -1.584 -2.201 -0.925
C -1.154 3.391 -0.504
C -3.327 -1.961 0.437
B -1.507 -3.436 1.463
H 1.366 1.984 4.961
H 1.289 2.195 0.679
H -1.690 -0.196 -2.940
H -2.031 -4.529 1.332
H -1.078 1.614 4.995
H 2.139 -0.503 -4.844
H 3.616 -2.043 2.141
H 2.551 2.280 2.804
H 0.829 4.902 -2.769
H 4.269 -3.540 1.437
H -1.932 6.631 0.029
H -0.263 6.893 -1.782
H -3.415 -0.552 -3.193
H 0.243 2.623 -1.935
H 0.031 -5.819 1.465
H 3.062 -1.865 -4.117
H -4.549 -0.824 -1.009
H 2.761 -5.483 1.449
H -2.176 -1.760 -3.601
H 3.647 -2.252 0.392
H -1.793 -2.896 2.519
H 1.317 -1.647 -3.717
H -2.352 1.539 2.856
H -2.513 4.365 0.858
H -3.890 -2.072 1.354
```

3.
This record from the OMol25 dataset describes a single C20H25NO molecule. The level of theory is ωB97M-V/def2-TZVPD.

The value obtained for the molar mass is 295.43 Da. As for the structure (SMILES): CN1CC=C([C@]2(c3ccccc3)O[C@@H]3[C@H]4CC[C@H](C4)[C@@H]32)CC1. For the strongest force on any atom, the calculation gives 6.5 eV Å⁻¹. For the HOMO energy, the calculation gives -8.275 eV. Its charge is 0. The calculation puts the lowest unoccupied orbital energy at 0.8 eV. The calculated total energy is -24679.2081 eV.

Geometry as XYZ:
```
47
C20H25NO | the OMol25 dataset | ωB97M-V/def2-TZVPD
O 1.391 0.998 -0.710
N -0.837 -3.691 -1.015
C -0.362 -0.755 -0.569
C -2.386 1.482 -0.923
C -1.362 3.479 -2.638
C 2.028 -0.346 1.697
C -1.256 -1.491 0.317
C 0.702 0.326 2.245
C 0.403 -4.371 -0.377
C -1.015 1.640 -1.087
C -0.433 2.581 -2.005
C 0.244 1.307 1.061
C 1.288 1.081 3.427
C 0.269 -1.502 -1.779
C 1.609 1.681 0.488
C -0.003 0.701 -0.372
C -2.764 3.403 -2.442
C 2.598 1.022 1.446
C 2.513 1.773 2.831
C -1.588 -2.977 0.070
C -0.531 -2.796 -2.221
C -3.255 2.342 -1.606
H -0.003 -0.387 2.473
H 1.163 -3.674 -0.132
H -4.331 2.202 -1.457
H 2.548 -0.873 2.433
H -0.461 2.146 1.301
H 3.631 1.086 1.105
H 3.376 1.618 3.491
H -1.398 -3.510 1.057
H -1.410 -2.378 -2.670
H 1.609 0.339 4.133
H -2.738 0.689 -0.171
H 0.307 -0.884 -2.602
H 0.846 -5.137 -1.087
H -2.590 -3.067 -0.278
H 2.308 2.808 2.828
H 1.934 -0.970 0.812
H 1.741 2.678 0.359
H -3.637 3.893 -2.838
H -0.096 -3.392 -3.021
H 0.144 -5.073 0.418
H 1.273 -1.762 -1.571
H -0.855 4.279 -3.170
H -1.789 -1.150 1.139
H 0.609 2.793 -2.280
H 0.564 1.835 3.891
```

4.
This record from the OMol25 dataset describes 3 unconnected molecules or ions with the total composition C4H10O3. The level of theory is ωB97M-V/def2-TZVPD.

The value obtained for the molar mass is 106.12 Da. For the strongest force on any atom, the calculation gives 4.5 eV Å⁻¹. The spin multiplicity is 2. For the HOMO energy (alpha / beta), the calculation gives -3.839 / -3.862 eV. Its charge is -1. The calculation puts the lowest unoccupied orbital energy (alpha / beta) at 3.5 / 3.0 eV. The calculated total energy is -10450.0501 eV.

Geometry as XYZ:
```
17
C4H10O3 | the OMol25 dataset | ωB97M-V/def2-TZVPD
O 0.702 -0.552 1.838
O -2.409 1.720 -1.585
O -3.130 -0.197 -0.344
C 3.554 -0.584 0.689
C 2.290 -0.463 -0.033
C 0.941 -0.346 0.412
C -0.270 0.042 -0.466
H 4.436 -0.526 0.107
H -2.924 0.937 -1.033
H -2.989 2.446 -1.847
H -4.047 -0.188 -0.343
H -1.150 0.490 0.135
H -0.704 -0.871 -1.064
H 3.487 -1.130 1.566
H 2.475 -0.111 -1.062
H 0.948 -1.481 1.951
H 0.081 0.773 -1.289
```

5.
This record from the OMol25 dataset describes 13 unconnected molecules or ions with the total composition C13H52N20O13. The level of theory is ωB97M-V/def2-TZVPD.

The value obtained for the molar mass is 696.69 Da. For the strongest force on any atom, the calculation gives 8.5 eV Å⁻¹. For the HOMO energy, the calculation gives -9.067 eV. Its charge is 0. The calculation puts the lowest unoccupied orbital energy at -0.1 eV. The calculated total energy is -70748.3454 eV.

Geometry as XYZ:
```
98
C13H52N20O13 | the OMol25 dataset | ωB97M-V/def2-TZVPD
O 1.854 -2.454 -3.214
O -6.228 -1.388 -0.898
O -0.302 -1.443 1.024
O -3.733 2.744 -0.997
O -2.223 0.138 2.237
O 1.167 -2.110 5.458
O 1.180 2.954 4.127
O 0.398 -4.402 -2.095
O 0.793 3.319 0.081
O 1.639 -4.504 1.478
O 3.440 1.138 -3.640
O 4.080 -0.966 -0.616
O -1.903 -0.345 -2.235
N 1.980 5.098 0.835
N -0.425 -2.595 3.891
N 2.410 -3.592 -0.414
N 1.852 2.603 -3.312
N 6.321 -0.402 -0.682
N -0.292 2.506 2.466
N -2.949 3.398 0.910
N 2.314 1.221 -1.710
N -3.377 0.123 -3.729
N -0.515 1.554 4.281
N 5.347 -0.645 1.185
N -3.358 -0.898 3.827
N 1.099 5.262 -1.086
N -4.320 0.776 2.792
N -4.329 -2.157 -1.608
N 1.261 -1.529 3.278
N 3.321 -3.053 1.433
N -4.406 -0.317 -0.469
N -1.370 0.886 -3.969
N -1.542 2.595 -0.477
C -2.186 0.102 -3.293
C -2.822 2.923 -0.264
C 2.638 1.609 -2.910
C 1.269 4.432 -0.050
C 0.557 -0.639 0.332
C -3.210 0.008 2.875
C -0.813 -3.798 -1.672
C 5.145 -0.633 -0.074
C 1.165 -1.613 -4.098
C 0.702 -2.016 4.329
C -5.076 -1.268 -1.051
C 2.337 -3.711 0.887
C 0.205 2.364 3.666
H -0.891 -2.720 -1.815
H 2.179 6.065 0.622
H -3.892 3.590 1.215
H 0.324 0.416 0.479
H 2.699 -2.725 -0.845
H 0.235 -5.331 -1.918
H -2.094 3.598 1.409
H -4.270 -0.987 4.252
H -4.353 1.637 2.265
H -0.633 -2.524 2.906
H 4.697 -0.984 1.879
H -0.759 3.052 -0.031
H -0.439 0.991 -3.591
H -3.407 -0.349 -0.608
H -1.413 2.014 -1.293
H 0.412 -1.024 -0.677
H 3.546 -3.126 2.415
H 0.465 -2.159 -4.730
H 1.995 3.022 -4.219
H -1.568 -4.360 -2.221
H -0.284 1.300 5.231
H 1.619 -3.994 -0.896
H -2.580 -1.499 4.058
H -4.828 0.427 0.069
H -5.171 0.471 3.241
H 2.343 4.684 1.682
H 1.283 6.224 -0.838
H -1.084 -2.922 4.583
H 1.604 -0.828 0.567
H 0.523 4.976 -1.864
H -3.324 -2.060 -1.627
H 1.225 3.040 -2.651
H -0.821 0.836 3.640
H 2.732 0.393 -1.311
H 0.796 -1.827 2.432
H 1.211 -3.047 -2.819
H 2.201 -1.163 3.309
H -1.055 -0.858 1.129
H 3.989 -2.533 0.882
H 1.687 1.812 -1.184
H -3.893 -0.421 -3.053
H 0.662 -0.796 -3.581
H 1.873 -1.120 -4.764
H -1.129 -3.839 -0.630
H 7.028 0.028 -0.103
H 0.080 3.191 1.825
H -1.150 1.998 2.301
H -4.790 -2.818 -2.218
H -3.674 0.432 -4.643
H 6.338 -0.552 1.358
H 6.305 -0.362 -1.691
H -1.644 1.458 -4.755
```

6.
This record from the OMol25 dataset describes a molecular structure, C35H37BaF5OP2Te. The level of theory is ωB97M-V/def2-TZVPD.

The value obtained for the molar mass is 895.55 Da. For the strongest force on any atom, the calculation gives 3.6 eV Å⁻¹. For the HOMO energy (alpha / beta), the calculation gives -4.120 / -4.118 eV. Its charge is 0. The calculation puts the lowest unoccupied orbital energy (alpha / beta) at -0.8 / -0.5 eV. The calculated total energy is -79086.7368 eV.

Geometry as XYZ:
```
82
C35H37BaF5OP2Te | the OMol25 dataset | ωB97M-V/def2-TZVPD
Ba -0.518 2.635 -4.252
Te -1.184 2.145 0.852
P 2.374 -0.378 -1.470
P -1.729 -1.272 -1.580
F -1.760 3.672 1.880
F 0.643 2.809 0.954
F -2.958 1.427 1.150
F -0.601 0.570 1.961
F -1.282 -0.824 -0.092
O -1.379 2.576 -0.910
C 0.676 0.452 -5.711
C -3.415 2.076 -3.209
C 5.098 -3.424 -0.909
C -2.611 0.947 -2.944
C -1.448 -0.851 -6.300
C -2.239 0.337 -5.807
C 1.785 -0.522 0.192
C 1.120 -1.099 -2.538
C -2.100 1.614 -6.199
C -3.666 -4.638 -2.454
C -2.587 -2.775 -1.350
C 1.036 1.699 -6.114
C 2.518 1.874 -3.015
C -3.012 -0.068 -2.055
C 6.340 -2.880 -1.263
C 2.503 3.230 -3.276
C 3.021 2.291 -0.689
C -1.240 2.113 -7.339
C 2.673 1.385 -1.714
C -5.215 0.965 -2.098
C -4.341 -4.949 -1.266
C 0.214 2.603 -7.003
C 3.931 -2.659 -1.004
C -3.226 -3.109 -0.138
C -4.102 -4.199 -0.104
C 2.632 4.137 -2.209
C -4.714 2.121 -2.704
C 2.971 3.670 -0.946
C 3.947 -1.328 -1.472
C 6.377 -1.546 -1.685
C 5.209 -0.775 -1.763
C -4.397 -0.132 -1.783
C -2.777 -3.564 -2.499
C -0.239 -1.364 -2.581
C 0.044 -0.561 -6.615
H -5.312 3.025 -2.835
H 0.942 0.018 -4.730
H -1.669 0.691 -3.480
H -3.065 2.946 -3.807
H 5.290 0.255 -2.096
H 2.582 5.211 -2.407
H 2.660 -0.643 0.851
H -1.901 -1.324 -7.197
H -4.841 -1.011 -1.301
H -2.804 2.365 -5.788
H 2.989 -3.135 -0.737
H -1.799 2.949 -7.804
H 1.066 -1.344 0.260
H 0.781 2.745 -7.930
H 2.630 1.157 -3.860
H -0.526 -1.810 -3.549
H -1.493 -1.614 -5.508
H -2.241 -3.327 -3.417
H -3.121 0.054 -5.188
H 1.204 0.380 0.423
H 3.284 4.399 -0.186
H -1.170 1.344 -8.121
H 2.455 3.608 -4.326
H 3.330 1.930 0.298
H 1.696 -1.615 -3.324
H 0.170 -0.297 -7.675
H -4.610 -4.456 0.833
H 0.133 3.644 -6.600
H -3.855 -5.238 -3.350
H 1.928 2.167 -5.698
H 5.057 -4.461 -0.561
H -5.057 -5.778 -1.232
H 0.579 -1.521 -6.462
H -6.273 0.934 -1.848
H -3.044 -2.513 0.763
H 7.268 -3.466 -1.169
H 7.344 -1.111 -1.949
```

7.
This record from the OMol25 dataset describes a molecular structure, C28H44BaBrN3P2. The level of theory is ωB97M-V/def2-TZVPD.

The value obtained for the molar mass is 701.86 Da. For the strongest force on any atom, the calculation gives 3.1 eV Å⁻¹. For the HOMO energy, the calculation gives -12.252 eV. Its charge is +2. The calculation puts the lowest unoccupied orbital energy at -6.8 eV. The calculated total energy is -123519.1301 eV.

Geometry as XYZ:
```
79
C28H44BaBrN3P2 | the OMol25 dataset | ωB97M-V/def2-TZVPD
Ba -0.117 -2.198 2.340
Br 0.552 1.048 1.187
P 3.678 -1.070 1.110
P -0.537 2.416 -2.113
N -3.504 -7.257 -1.005
N -1.934 2.086 4.112
N -1.118 -0.255 3.897
C -0.415 -0.402 -1.624
C 4.615 0.828 -0.755
C 2.579 -2.489 0.802
C -1.736 -6.015 0.020
C -0.854 -1.568 -1.019
C 0.143 1.089 -4.552
C -4.035 -5.685 0.734
C 4.521 -0.218 3.578
C -1.841 4.443 -3.628
C 1.305 4.534 -1.670
C -2.844 2.429 5.211
C 3.357 0.090 -0.282
C 0.600 2.029 -3.439
C -2.292 -3.916 1.160
C 3.366 -3.506 -0.044
C 3.242 -0.358 2.731
C -2.635 -0.381 0.091
C -2.137 0.783 -0.457
C -2.186 -2.747 0.742
C -4.401 -6.666 -0.209
C -2.691 -5.243 0.724
C -0.999 0.843 -1.304
C 0.225 3.668 -1.021
C -1.957 2.957 2.939
C -2.214 -6.937 -0.925
C -2.034 3.223 -2.717
C -1.901 -1.580 -0.047
C -1.496 0.859 4.012
H -2.214 3.957 3.289
H -2.832 4.775 -3.965
H 5.410 0.116 -1.005
H 2.920 -0.485 -1.116
H 2.513 -0.994 3.265
H 2.321 -2.945 1.781
H 2.826 -4.459 -0.095
H -1.241 4.201 -4.515
H 0.606 3.145 -0.125
H 5.325 0.249 2.991
H -3.083 3.490 5.104
H -0.714 1.474 -5.120
H -0.104 0.094 -4.173
H -2.739 2.620 2.239
H -1.515 -7.438 -1.614
H 0.448 -0.443 -2.304
H -0.390 -2.536 -1.288
H 2.131 3.907 -2.023
H -0.664 -5.842 0.119
H -2.664 2.437 -3.164
H -3.778 1.835 5.170
H 1.709 5.233 -0.926
H -3.576 -0.403 0.634
H -2.341 2.255 6.176
H 1.517 1.651 -2.951
H -0.973 2.909 2.456
H -4.804 -5.254 1.383
H -2.634 1.722 -0.185
H -5.452 -6.993 -0.327
H 1.668 -2.151 0.268
H 0.981 1.012 -5.253
H 0.849 3.013 -3.858
H -0.609 4.312 -0.695
H 4.357 -3.701 0.388
H 4.883 -1.203 3.899
H 0.896 5.129 -2.503
H 2.585 0.808 0.060
H -1.401 5.311 -3.114
H 4.403 1.422 -1.654
H 4.339 0.391 4.473
H -2.560 3.564 -1.814
H 2.760 0.619 2.571
H 5.006 1.508 0.011
H 3.530 -3.147 -1.068
```

8.
This record from the OMol25 dataset describes a molecular structure, C32H44N5O3TeV. The level of theory is ωB97M-V/def2-TZVPD.

The value obtained for the molar mass is 725.28 Da. For the strongest force on any atom, the calculation gives 1.8 eV Å⁻¹. The spin multiplicity is 3. For the HOMO energy (alpha / beta), the calculation gives -6.835 / -7.058 eV. Its charge is 0. The calculation puts the lowest unoccupied orbital energy (alpha / beta) at -0.4 / -0.2 eV. The calculated total energy is -80469.0468 eV.

Geometry as XYZ:
```
86
C32H44N5O3TeV | the OMol25 dataset | ωB97M-V/def2-TZVPD
Te 1.888 0.340 1.695
V -0.073 -0.279 0.010
O -0.051 -2.364 -0.316
O -2.126 0.146 3.884
O -5.309 3.099 -0.121
N -5.297 1.205 1.128
N -0.520 -1.925 0.851
N -1.663 -0.608 2.819
N 3.023 1.502 -2.717
N -0.983 1.559 0.241
C 3.766 -0.213 0.919
C 5.996 0.418 0.239
C 6.284 -0.884 -0.152
C 3.029 -2.658 0.719
C 5.298 -1.845 0.029
C -4.641 0.313 2.092
C -2.311 1.386 0.321
C -4.701 2.258 0.526
C -0.992 -4.108 1.754
C 4.759 0.778 0.776
C -1.423 -0.660 -3.888
C 7.634 -1.234 -0.742
C 4.555 2.226 1.175
C -0.979 -2.627 1.807
C 0.156 -0.226 -2.050
C 2.193 2.410 -1.949
C -6.753 1.072 0.955
C -3.194 2.408 0.596
C -0.369 -0.648 -4.797
C -1.655 -2.571 4.303
C 2.616 0.103 -2.565
C -7.136 0.442 -0.377
C 1.199 -0.203 -2.988
C 3.148 1.935 -4.096
C -1.139 -0.462 -2.539
C -1.456 -1.847 3.006
C -4.582 -1.124 1.610
C -2.667 3.669 0.786
C 0.926 -0.425 -4.339
C -1.308 3.863 0.713
C -0.486 2.780 0.434
C 4.041 -1.542 0.564
H 8.449 -0.907 -0.090
H -4.106 -1.194 0.627
H 3.503 -3.631 0.563
H 2.212 -2.563 0.005
H -7.194 2.061 1.037
H 2.572 -2.646 1.710
H 2.743 -0.158 -1.516
H -2.719 -2.719 4.516
H 3.575 2.940 -4.117
H 7.736 -2.311 -0.891
H 7.782 -0.748 -1.712
H -6.700 -0.556 -0.487
H -1.983 -4.501 1.997
H 1.151 2.458 -2.304
H -4.004 -1.735 2.309
H -2.687 0.387 0.135
H 6.757 1.191 0.126
H -1.205 -2.038 5.146
H -3.650 0.688 2.311
H -8.224 0.349 -0.457
H -2.440 -0.837 -4.223
H -5.578 -1.564 1.529
H -5.201 0.369 3.027
H -2.144 -0.412 4.671
H 3.886 2.742 0.487
H 0.589 2.864 0.366
H 5.512 2.753 1.170
H -0.276 -4.546 2.457
H 3.317 -0.506 -3.142
H 2.173 2.093 -0.903
H -6.789 1.066 -1.204
H 3.826 1.269 -4.640
H -7.111 0.471 1.792
H -1.182 -3.549 4.278
H 4.115 2.322 2.167
H 1.752 -0.442 -5.049
H -0.551 -0.819 -5.852
H -0.717 -4.430 0.755
H 2.193 1.969 -4.645
H 2.615 3.419 -1.998
H 5.505 -2.875 -0.256
H -0.864 4.839 0.863
H -1.991 -0.514 -1.848
H -3.345 4.496 0.979
```

- What is the formula in the seventh record?
  C28H44BaBrN3P2